A molecular structure, C33H54BCl3N10O3Ru at a distorted geometry, computed with ωB97M-V with the def2-TZVPD basis set.

Positions of all 105 atoms, in Å:
Ru (0.966, -0.187, -0.818)
C (1.590, 2.300, -3.313)
N (1.389, 1.165, -4.210)
C (2.579, 0.661, -4.894)
C (0.346, 0.298, -3.993)
N (-0.101, 0.007, -2.804)
C (-1.471, -0.390, -2.595)
C (-2.011, 0.423, -1.436)
N (-1.318, 0.070, -0.189)
C (-1.840, -1.205, 0.336)
C (-0.723, -2.163, 0.676)
N (0.178, -2.322, -0.454)
C (0.298, -3.476, -1.042)
N (-0.559, -4.532, -0.802)
C (-1.996, -4.402, -0.955)
C (-0.084, -5.909, -0.853)
N (1.357, -3.788, -1.863)
C (1.037, -4.287, -3.198)
C (2.574, -2.993, -1.834)
C (-1.483, 1.179, 0.788)
C (-1.002, 0.946, 2.220)
N (0.431, 0.733, 2.466)
C (0.655, -0.309, 3.431)
N (-0.142, -0.325, 4.602)
C (0.447, 0.198, 5.831)
C (-1.077, -1.413, 4.831)
N (1.942, -0.833, 3.515)
C (2.855, -0.531, 2.454)
C (2.042, -2.198, 4.017)
N (-0.239, -0.194, -5.126)
C (-0.162, 0.492, -6.409)
C (-0.762, -1.548, -5.190)
H (2.630, 2.613, -3.359)
H (1.362, 2.058, -2.283)
H (0.954, 3.134, -3.623)
H (3.324, 0.330, -4.167)
H (3.013, 1.445, -5.515)
H (2.316, -0.181, -5.533)
H (-1.535, -1.456, -2.356)
H (-2.092, -0.195, -3.472)
H (-3.091, 0.263, -1.339)
H (-1.848, 1.481, -1.643)
H (-2.481, -1.650, -0.424)
H (-2.466, -1.041, 1.217)
H (-1.138, -3.116, 1.012)
H (-0.150, -1.734, 1.501)
H (-2.280, -3.360, -1.055)
H (-2.521, -4.832, -0.098)
H (-2.330, -4.933, -1.853)
H (0.987, -5.941, -0.687)
H (-0.309, -6.396, -1.808)
H (-0.582, -6.474, -0.062)
H (0.057, -4.760, -3.212)
H (1.785, -5.014, -3.516)
H (1.033, -3.460, -3.918)
H (2.891, -2.827, -0.807)
H (2.459, -2.034, -2.329)
H (3.353, -3.556, -2.350)
H (-2.562, 1.365, 0.886)
H (-1.025, 2.075, 0.382)
H (-1.533, 0.090, 2.631)
H (-1.326, 1.812, 2.804)
H (1.059, 1.063, 5.597)
H (1.070, -0.542, 6.353)
H (-0.352, 0.509, 6.509)
H (-1.248, -1.962, 3.904)
H (-2.038, -1.021, 5.183)
H (-0.722, -2.123, 5.590)
H (3.207, 0.502, 2.483)
H (2.391, -0.702, 1.467)
H (3.723, -1.183, 2.519)
H (1.303, -2.364, 4.795)
H (3.031, -2.359, 4.448)
H (1.875, -2.933, 3.217)
H (0.139, 1.523, -6.261)
H (-1.148, 0.472, -6.878)
H (0.548, 0.011, -7.089)
H (-0.600, -2.057, -4.243)
H (-0.244, -2.102, -5.977)
H (-1.831, -1.556, -5.421)
Cl (4.056, 7.671, -0.030)
C (3.210, 6.250, 0.468)
C (3.901, 5.232, 1.103)
C (3.228, 4.088, 1.480)
Cl (3.212, 0.215, -1.413)
C (1.880, 3.926, 1.189)
O (1.235, 2.735, 1.386)
C (1.198, 4.984, 0.605)
Cl (-0.504, 4.836, 0.324)
C (1.848, 6.153, 0.248)
H (4.957, 5.323, 1.321)
H (1.295, 6.969, -0.198)
O (1.672, 2.311, 3.774)
B (1.223, 1.963, 2.539)
O (3.857, 3.119, 2.251)
C (3.760, 3.496, 3.595)
C (4.753, 4.247, 4.195)
C (4.584, 4.697, 5.496)
C (3.412, 4.402, 6.178)
C (2.431, 3.626, 5.582)
C (2.607, 3.167, 4.289)
H (5.649, 4.469, 3.629)
H (5.357, 5.294, 5.962)
H (3.269, 4.764, 7.187)
H (1.527, 3.364, 6.118)

Results
Highest occupied orbital energy (spin up / spin down) (eV): -8.16 / -10.44
Net charge: +1
Expectation value of S²: 0.7609
Spin multiplicity: 2
LUMO level (spin up / spin down) (hartree): -0.095 / -0.095

2 unconnected molecules or ions with the total composition C14H16 at a distorted geometry, computed with ωB97M-V with the def2-TZVPD basis set.

Positions of all 30 atoms, in Å:
C (-2.129, -2.300, -1.108)
C (-1.709, 0.140, -1.031)
C (-1.175, -1.144, -1.244)
C (-0.970, 1.266, -1.341)
C (0.038, -1.263, -1.902)
C (0.263, 1.110, -1.969)
C (0.777, -0.140, -2.255)
H (-2.664, 0.173, -0.517)
H (-1.412, 2.252, -1.326)
H (-1.605, -3.251, -0.955)
H (-2.773, -2.442, -1.975)
H (0.382, -2.256, -2.155)
H (0.846, 2.002, -2.156)
H (1.741, -0.255, -2.730)
H (-2.767, -2.201, -0.231)
C (-0.069, -1.275, 2.310)
C (1.781, 2.285, 0.844)
C (0.504, 2.343, 1.376)
C (2.484, 1.078, 0.815)
C (-0.064, 1.216, 1.949)
C (1.826, -0.071, 1.206)
C (0.585, -0.009, 1.858)
H (2.198, 3.128, 0.303)
H (0.032, 3.301, 1.266)
H (3.472, 1.060, 0.370)
H (-1.033, 1.220, 2.436)
H (2.157, -1.064, 0.918)
H (0.584, -1.938, 2.869)
H (-0.357, -1.899, 1.459)
H (-0.942, -1.067, 2.915)

Results
Highest occupied orbital energy (eV): -8.64
Spin multiplicity: 1
SMILES: Cc1ccccc1.Cc1ccccc1
LUMO level (hartree): 0.034

2 unconnected molecules or ions with the total composition C16H30N2O6P at a distorted geometry, computed with ωB97M-V with the def2-TZVPD basis set.

Positions of all 55 atoms, in Å:
C (-3.958, 1.236, 0.703)
C (-2.512, 1.167, 1.087)
C (-1.742, -0.013, 0.645)
N (-1.920, 2.058, 1.836)
N (-1.857, 3.449, 1.403)
C (-0.704, 4.086, 2.132)
P (0.487, 2.885, 2.817)
O (1.040, 1.967, 1.810)
O (-0.109, 2.175, 4.101)
O (1.590, 3.863, 3.400)
C (-1.782, 3.633, -0.059)
C (-0.570, 3.447, -0.702)
C (-0.502, 3.594, -2.077)
C (-1.643, 3.907, -2.803)
C (-2.854, 4.094, -2.152)
C (-2.918, 3.961, -0.774)
H (-4.537, 0.760, 1.495)
H (-4.291, 2.253, 0.521)
H (-4.121, 0.672, -0.215)
H (-0.772, -0.072, 1.133)
H (-2.301, -0.946, 0.673)
H (-1.550, 0.230, -0.411)
H (-2.689, 3.951, 1.730)
H (-0.175, 4.798, 1.505)
H (-1.142, 4.661, 2.948)
H (-0.602, 1.391, 3.820)
H (2.219, 3.317, 3.898)
H (0.319, 3.169, -0.147)
H (0.439, 3.466, -2.592)
H (-1.601, 4.006, -3.878)
H (-3.750, 4.329, -2.707)
H (-3.861, 4.088, -0.256)
C (2.400, -4.848, -3.700)
O (1.802, -4.217, -2.588)
C (0.957, -5.082, -1.851)
C (0.902, -4.677, -0.396)
O (2.050, -5.027, 0.355)
C (3.244, -4.293, 0.139)
C (3.223, -2.888, 0.694)
O (2.466, -2.022, -0.139)
C (1.880, -0.958, 0.567)
H (1.651, -5.125, -4.451)
H (3.101, -4.142, -4.141)
H (2.953, -5.742, -3.394)
H (1.308, -6.117, -1.923)
H (-0.056, -5.024, -2.275)
H (0.085, -5.237, 0.066)
H (0.667, -3.614, -0.295)
H (3.528, -4.293, -0.915)
H (4.013, -4.845, 0.683)
H (4.252, -2.508, 0.740)
H (2.806, -2.907, 1.708)
H (1.239, -1.332, 1.378)
H (1.264, -0.398, -0.135)
H (2.633, -0.282, 0.986)

Results
Highest occupied orbital energy (eV): -10.79
Net charge: +1
Spin multiplicity: 1
LUMO level (hartree): -0.147